Record 1
Here is C5H10O in the gas phase in a non-equilibrium geometry from OMol25. Energies are from ωB97M-V/def2-TZVPD.

```
16
C5H10O, DFT ωB97M-V/def2-TZVPD
C 0.47486 1.62856 -0.07962
C 0.30371 0.11223 -0.16270
C -1.07348 -0.43198 -0.62691
O -1.96507 -0.13072 0.48582
C 1.48698 -0.68293 -0.54842
C 1.02511 -0.62798 0.92021
H 1.42016 1.93973 0.62628
H 0.49406 2.10372 -1.04811
H -0.45236 2.08236 0.46822
H -0.85307 -1.51968 -0.72447
H -1.38225 -0.08692 -1.59518
H -2.95805 0.01190 0.03624
H 1.41580 -1.72262 -1.00080
H 2.44407 -0.26652 -0.63213
H 1.64392 0.08770 1.52919
H 0.64519 -1.57128 1.43882
```

Its max |F| is 0.100 Eh/bohr. For the HOMO energy, the calculation gives -9.947 eV. As for the total charge: 0. The value obtained for the LUMO energy is 0.80 eV. For the frontier orbital gap, the calculation gives 10.7512 eV.

=====

Record 2
Here is a molecular structure, C18H28F18KN3O18S6 in a non-equilibrium geometry from OMol25. Energies are from ωB97M-V/def2-TZVPD.

```
92
C18H28F18KN3O18S6, DFT ωB97M-V/def2-TZVPD
K 0.97561 -0.41038 0.05393
C -2.41368 -3.69668 0.32356
F -2.02531 -4.98208 0.37424
F -3.70275 -3.61327 0.10983
F -2.11803 -3.19098 1.51684
S -1.25962 -2.97545 -1.03450
O 0.11885 -3.29771 -0.71444
O -1.79316 -3.60711 -2.22145
N -1.35925 -1.27610 -0.82505
S -2.58444 -0.87959 -1.74104
O -2.29710 -0.88309 -3.15893
O -3.85946 -1.43470 -1.34259
C -2.80711 0.94409 -1.29250
F -2.41397 1.17846 -0.02983
F -2.05454 1.69957 -2.10213
F -4.06632 1.40895 -1.40741
C 4.77577 3.57992 -0.35933
F 5.68836 3.28192 0.54336
F 5.00409 4.80176 -0.83676
F 4.80822 2.73801 -1.37213
S 3.09166 3.57170 0.50505
O 2.82035 2.18528 0.80907
O 3.22515 4.46446 1.63450
N 2.15302 4.22126 -0.72257
S 0.75833 3.77892 -0.38791
O 0.45773 2.37139 -0.53326
O 0.16640 4.38790 0.79052
C -0.28020 4.62927 -1.75127
F -0.07726 4.11588 -2.97810
F -1.56688 4.53210 -1.48317
F 0.10364 5.91009 -1.78893
C 1.73454 -4.14531 2.89502
F 0.85823 -4.42989 1.94306
F 1.38082 -4.69448 4.06512
F 2.90253 -4.67204 2.53287
S 1.83956 -2.26201 3.13597
O 0.49658 -1.75198 3.02651
O 2.44961 -1.98330 4.42380
N 2.64514 -1.84923 1.69782
S 4.02174 -1.17436 2.16933
O 3.81407 0.05659 2.89292
O 4.94916 -2.15144 2.66992
C 4.77760 -0.63859 0.50319
F 5.42093 -1.62344 -0.11050
F 3.78237 -0.27798 -0.33179
F 5.59507 0.37271 0.72178
C 0.70083 1.59294 -6.82662
O 0.81408 0.69538 -5.71188
C 1.03310 1.42206 -4.48586
C 0.86270 0.46016 -3.31432
O 2.00398 -0.41068 -3.05691
C 2.61919 -0.99637 -4.16172
C 1.74880 -2.07074 -4.84141
O 1.44084 -3.10772 -3.94104
C 0.57873 -4.06528 -4.49146
H 1.23200 1.23165 -7.70207
H 1.08800 2.57755 -6.54772
H -0.37686 1.74129 -6.93047
H 0.29629 2.21604 -4.37797
H 2.05826 1.79939 -4.45086
H 0.11821 -0.31595 -3.49585
H 0.60463 1.08687 -2.46195
H 3.44733 -1.57141 -3.72279
H 3.18350 -0.35114 -4.84242
H 2.40251 -2.45581 -5.63646
H 0.83268 -1.63287 -5.23307
H 0.08714 -4.83021 -3.89165
H 1.11378 -4.56488 -5.30886
H -0.31852 -3.61501 -4.93985
C 0.51667 2.18610 3.90191
O -0.82081 1.79395 4.03922
C -1.38961 1.28588 2.84870
C -2.30130 0.07556 3.00002
O -3.53483 0.42571 3.61657
C -4.26837 -0.72064 3.98046
C -5.46240 -0.26412 4.79683
O -5.01720 -0.02426 6.12484
C -6.00479 0.33451 7.02680
H 0.86343 2.78881 4.74194
H 0.70515 2.88384 3.07187
H 1.19437 1.34922 3.70556
H -0.63505 1.04841 2.09753
H -1.96665 2.10171 2.40636
H -1.85945 -0.74649 3.57305
H -2.47020 -0.36474 2.01001
H -3.65895 -1.39040 4.59737
H -4.59043 -1.31144 3.11596
H -6.33867 -0.89961 4.63958
H -5.73229 0.72982 4.41916
H -6.66207 1.14697 6.66262
H -5.58146 0.87601 7.87532
H -6.69239 -0.46908 7.30891
```

Its max |F| is 0.115 Eh/bohr. For the HOMO energy, the calculation gives -4.792 eV. As for the total charge: -2. The value obtained for the LUMO energy is 3.75 eV. For the frontier orbital gap, the calculation gives 8.5429 eV.

=====

Record 3
Here is a molecular structure, C10H15ClN3 in a non-equilibrium geometry from OMol25. Energies are from ωB97M-V/def2-TZVPD.

```
29
C10H15ClN3, DFT ωB97M-V/def2-TZVPD
C -1.15938 -1.03429 2.33200
C -1.51881 -1.83135 0.01786
C -0.34329 -0.59206 -1.38874
C -0.51680 -1.33329 1.02654
C 0.28200 -0.08122 0.39733
C 2.26337 -1.56461 -0.23059
C 0.27572 2.29867 -0.49657
C -1.87331 1.40839 0.52004
C 1.76986 -0.28925 0.62622
C -0.42816 1.26663 0.51243
N -1.72096 -0.66548 3.25386
N -1.38754 -1.41916 -1.16479
N 0.09073 -0.05102 -2.48667
Cl -2.74977 -2.88070 0.30014
H 0.26297 -2.11195 1.18272
H 3.23680 -1.79159 -0.07708
H 2.13335 -1.18351 -1.26351
H 1.71163 -2.41600 -0.06890
H 1.36386 2.35868 -0.57050
H -0.10822 3.19821 -0.16143
H -0.17220 2.25269 -1.52767
H -2.40177 1.17023 -0.43795
H -2.02330 2.49853 0.57804
H -2.17520 0.90924 1.36903
H 2.37182 0.67683 0.35693
H 2.06660 -0.49843 1.76738
H -0.04965 1.52632 1.48788
H 0.95552 0.54539 -2.44230
H -0.15589 -0.36590 -3.41169
```

Its max |F| is 0.104 Eh/bohr. For the HOMO energy, the calculation gives -14.035 eV. As for the total charge: +1. The value obtained for the LUMO energy is -5.15 eV. For the frontier orbital gap, the calculation gives 8.8820 eV.

=====

Record 4
Here is a molecular structure, C4H8BrN2O4S in a non-equilibrium geometry from OMol25. Energies are from ωB97M-V/def2-TZVPD.

```
20
C4H8BrN2O4S, DFT ωB97M-V/def2-TZVPD
C -2.74671 -1.23265 -0.11516
C -1.85380 -0.24599 -0.96783
C -0.39177 -0.48627 -1.03520
C 0.33177 0.06150 0.37200
N -0.22182 -0.01586 1.49467
N 3.15270 1.31155 0.34366
O -2.22794 -1.61359 1.08357
O -3.89264 -1.42823 -0.46019
O 1.34979 1.71756 -1.27534
O 1.13515 2.61767 0.97735
S 1.49454 1.51788 0.10645
Br 2.34779 -1.65006 0.29575
H -2.50377 -0.31183 -1.93867
H -2.10371 0.69484 -0.69536
H 0.13058 -0.06214 -1.80411
H -0.13340 -1.50864 -0.94629
H -1.25068 -1.46133 1.18261
H 0.38066 0.23022 2.27930
H 3.44083 0.55960 -0.12927
H 3.56243 1.30576 1.23206
```

Its max |F| is 0.100 Eh/bohr. For the HOMO energy, the calculation gives -5.176 eV. As for the total charge: -1. The value obtained for the LUMO energy is 3.27 eV. For the frontier orbital gap, the calculation gives 8.4429 eV.

=====

Relative energy (zero: lowest compared OMol25 entry of this formula, charge and spin) for the records above, in order: 225.2 46.6 347.1 19.8 kJ/mol